[1]
Density functional theory data (the ωB97M-V functional and the def2-TZVPD basis) for 2 unconnected molecules or ions with the total composition CH5IN2O.

E_HOMO: -9.56 eV
SMILES string: C=NI.NO
HOMO-LUMO gap: 9.3192 eV

Last column: natural (NBO) charge in e.
Positions of all 10 atoms, in Å:
C (-1.314, -0.240, -1.286)  -0.0444
N (-1.054, 0.501, -0.312)  -0.5928
I (-2.217, 2.100, 0.196)  0.2678
H (-2.155, -0.151, -1.971)  0.1637
H (-0.624, -1.057, -1.453)  0.2010
N (1.848, 0.438, 0.749)  -0.5168
O (1.243, -0.835, 0.851)  -0.5888
H (2.050, 0.770, 1.694)  0.3232
H (1.179, 1.073, 0.313)  0.3359
H (0.370, -0.757, 1.263)  0.4511

---

[2]
Density functional theory data (the ωB97M-V functional and the def2-TZVPD basis) for a molecular structure, C9H27ClI2OP3Sn at a distorted geometry.

charge: +3
E_HOMO: -19.18 eV
HOMO-LUMO gap: 6.0896 eV

Last column: natural (NBO) charge in e.
Positions of all 44 atoms, in Å:
I (0.001, -0.436, -3.407)  0.2056
I (-0.034, 2.293, -4.232)  0.2286
Sn (-0.051, 0.926, -0.608)  1.2931
P (-2.737, 1.446, -0.232)  1.1082
C (-3.853, 1.269, -1.676)  -0.9440
C (-3.498, 0.243, 0.927)  -0.9324
H (-4.547, 0.503, 1.099)  0.2973
H (-4.493, 2.828, 0.723)  0.2972
H (-2.954, 0.246, 1.880)  0.2792
H (-2.906, 3.156, 1.478)  0.2832
H (-3.622, 0.319, -2.179)  0.2582
H (-3.452, -0.753, 0.475)  0.2508
C (-3.422, 2.963, 0.531)  -0.9285
H (-4.901, 1.278, -1.347)  0.2984
H (-3.286, 3.817, -0.141)  0.2732
H (-3.659, 2.108, -2.362)  0.2705
P (2.682, 1.317, -0.207)  1.1140
C (3.771, 1.204, -1.666)  -0.9517
C (3.265, 2.906, 0.488)  -0.9395
H (3.184, 0.389, 1.962)  0.2790
H (4.665, 0.452, 0.957)  0.2995
H (3.461, -0.821, 0.674)  0.2461
C (3.593, 0.229, 0.958)  -0.9248
H (2.735, 3.122, 1.419)  0.2819
H (4.341, 2.876, 0.695)  0.2976
H (4.821, 1.199, -1.350)  0.2960
H (3.563, 2.080, -2.297)  0.2674
H (3.074, 3.709, -0.228)  0.2667
H (3.542, 0.281, -2.213)  0.2574
Cl (0.043, 1.329, 1.906)  -0.5142
C (-1.498, -3.532, 0.076)  -1.0205
P (-0.040, -2.589, 0.371)  1.9844
C (1.374, -3.326, -0.394)  -1.0089
C (0.283, -2.583, 2.129)  -1.0223
O (-0.160, -1.174, -0.167)  -1.2342
H (-1.248, -4.588, 0.294)  0.2992
H (-1.808, -3.366, -0.963)  0.2668
H (-2.269, -3.197, 0.784)  0.2771
H (1.468, -4.291, 0.126)  0.2879
H (1.167, -3.458, -1.466)  0.2636
H (2.254, -2.669, -0.277)  0.2559
H (1.343, -2.315, 2.254)  0.2640
H (-0.351, -1.823, 2.602)  0.2765
H (0.163, -3.569, 2.603)  0.2966